ORCA calculation (the ωB97M-V functional and the def2-TZVPD basis) on a 2-piece molecular cluster, Cl3H2N3 overall in a non-equilibrium geometry.

Calculated values
Largest force on an atom ... 0.04453 Eh/bohr
Spin multiplicity ... 1
Relative energy (zero: lowest compared OMol25 entry of this formula, charge and spin) ... 140.7 kJ/mol
HOMO (alpha / beta) ... -0.32772 / -0.32758 Eh
Orbital gap (alpha / beta) ... 8.52 / 8.51 eV

Element x y z (Å)
N -0.06 0.33 0.06
N -1.18 0.89 0.43
N -2.40 -0.68 0.63
Cl -1.91 1.97 -0.70
Cl -1.97 -1.57 -0.78
Cl -4.03 -0.11 0.56
H -0.06 -0.03 -0.85
H 0.32 -0.20 0.84

Results of the natural (NBO) charge analysis, in e, for atoms 1 through 2: number 1, N, carries -0.569; number 2, N, carries -0.099